This record from the OMol25 dataset describes a molecular structure, C49H49Cl2N7O8PTi. The level of theory is wB97M-V/def2-TZVPD.

Output
total energy: -4993.1881 Ha
energy relative to the best compared isomer or geometry (same formula, charge and spin): 0.0 kcal/mol
⟨S²⟩: 2.062

Structure (ORCA input):
```
! RIJCOSX wB97M-V def2-TZVPD def2/J DEFGRID3
* xyz -1 3
Ti -0.6453 -0.4621 0.1035
O 2.3723 1.5295 1.4718
C 1.9365 0.3932 1.5579
O 0.6948 0.0663 1.4620
C 2.9117 -0.7323 1.9007
C 3.9794 -0.3639 2.7218
C 4.9447 -1.2792 3.0961
C 4.8823 -2.5818 2.6138
C 3.8441 -2.9491 1.7794
C 2.8311 -2.0496 1.4371
P 1.5664 -2.5291 0.2034
C 2.6767 -2.9076 -1.2023
C 2.6249 -4.0773 -1.9510
C 3.4026 -4.2169 -3.0947
C 4.2468 -3.1951 -3.4961
C 4.3253 -2.0336 -2.7364
C 3.5442 -1.8892 -1.6033
C 0.9266 -4.1473 0.7255
C 1.2238 -4.7580 1.9401
C 0.6400 -5.9712 2.2781
C -0.2584 -6.5788 1.4168
C -0.5910 -5.9567 0.2213
C -0.0122 -4.7451 -0.1175
H 4.0331 0.6679 3.0427
H 5.7560 -0.9758 3.7461
H 5.6526 -3.2994 2.8676
H 3.8189 -3.9509 1.3673
H 1.9662 -4.8839 -1.6570
H 3.3350 -5.1269 -3.6782
H 4.8341 -3.2978 -4.3993
H 4.9875 -1.2306 -3.0363
H 3.6023 -0.9720 -1.0267
H 1.8914 -4.2773 2.6419
H 0.8734 -6.4284 3.2316
H -0.7136 -7.5243 1.6840
H -1.3161 -6.4070 -0.4452
H -0.3034 -4.2525 -1.0362
C 0.2712 4.2024 4.3805
N 0.2913 3.5594 3.0919
C 0.8424 4.3168 2.0002
C -0.4899 2.4492 2.8154
N -1.2156 2.3206 1.7493
C -1.8796 3.4551 1.2740
C -2.5538 4.2809 2.1841
C -3.2461 5.4179 1.7967
C -3.3048 5.7443 0.4485
C -2.6756 4.9216 -0.4730
C -1.9451 3.7862 -0.1007
N -1.4253 2.9388 -1.0807
C -0.9928 3.3958 -2.2039
N -0.3237 4.6072 -2.4061
C 0.4107 5.1967 -1.3142
C -0.7612 5.5286 -3.4288
N -1.1466 2.6528 -3.3423
C -0.2161 2.6945 -4.4501
C -2.0988 1.5566 -3.3094
N -0.4404 1.4840 3.7778
C -1.4709 0.4731 3.8604
C 0.7700 1.1601 4.4978
H -0.2462 5.1693 4.3215
H 1.2872 4.3816 4.7513
H -0.2516 3.5742 5.0987
H 0.2035 5.1578 1.7004
H 0.9739 3.6439 1.1578
H 1.8234 4.6998 2.2937
H -2.5430 3.9900 3.2287
H -3.7542 6.0242 2.5363
H -3.8590 6.6110 0.1099
H -2.7748 5.1407 -1.5298
H 0.8497 4.4016 -0.7147
H -0.2082 5.8282 -0.6681
H 1.2196 5.8045 -1.7289
H -1.4497 5.0302 -4.1074
H 0.0869 5.9066 -4.0102
H -1.2781 6.3877 -2.9810
H 0.6042 3.3668 -4.2132
H -0.6994 3.0446 -5.3698
H 0.1951 1.7005 -4.6421
H -2.1026 1.0767 -4.2868
H -1.8498 0.8223 -2.5445
H -3.1023 1.9354 -3.1038
H -2.3387 0.7912 3.2874
H -1.7527 0.3289 4.9085
H -1.1157 -0.4755 3.4571
H 1.5631 1.8549 4.2378
H 1.0950 0.1462 4.2393
H 0.5985 1.1902 5.5795
Cl -6.8228 -2.9145 3.1450
C -5.1983 -2.5166 2.6370
C -4.1298 -3.1245 3.2858
C -2.8459 -2.8132 2.8627
Cl -1.5057 -3.5512 3.6779
C -2.5813 -1.9323 1.8093
O -1.3485 -1.6827 1.4331
C -3.6997 -1.2672 1.2121
C -3.5175 -0.2436 0.2653
O -2.3649 0.2045 -0.1225
C -5.0086 -1.6064 1.6301
H -4.2879 -3.8236 4.0927
H -4.3842 0.2569 -0.1644
H -5.8586 -1.1273 1.1622
O 0.4647 0.3158 -1.2091
C 0.9904 -0.1182 -2.3194
C 0.4968 -1.2420 -3.0100
C 1.0922 -1.6513 -4.2172
C 0.5891 -2.7374 -4.9031
C -0.5297 -3.4421 -4.4611
C -1.1182 -3.0609 -3.2698
C -0.5994 -2.0153 -2.4868
O -1.1178 -1.7838 -1.3101
N 1.2592 -3.1688 -6.1180
O 0.8104 -4.1355 -6.7163
O 2.2302 -2.5369 -6.5044
H 1.8598 0.4241 -2.6858
H 1.9535 -1.1257 -4.6032
H -0.9084 -4.2703 -5.0393
H -1.9771 -3.5922 -2.8782
*
```

Atomic partial charges in e from the Mulliken method, atoms 1 to 6: number 1, Ti, carries 0.022; number 2, O, carries -0.815; number 3, C, carries 0.573; number 4, O, carries 1.215; number 5, C, carries -0.496; number 6, C, carries -0.809